--- one ---
19
Properties=species:S:1:pos:R:3:lowdin_charge:R:1 method="wB97M-V/def2-TZVPD" homo_energy_ev=-8.98 smiles="CC(C)(C=O)C1(O)C=C1" total_charge=0 homo_lumo_gap_ev=8.69 lumo_ev=-0.3
C -1.329 -1.041 0.597 -0.045
C 1.000 -1.421 -0.338 -0.040
C -0.219 0.713 -0.889 -0.490
C -0.045 -0.420 0.100 -0.404
C 0.758 0.512 1.393 -0.203
C 0.879 1.672 -1.136 0.094
C 0.089 1.954 -0.089 0.026
O -1.239 0.594 -1.841 0.025
O 1.947 0.669 1.486 0.051
H -2.096 0.660 -1.404 0.095
H 0.134 0.472 2.314 0.124
H 1.915 1.634 -1.409 0.109
H -0.583 2.597 0.442 0.126
H -1.852 -1.550 -0.217 0.092
H -1.125 -1.771 1.379 0.087
H 1.946 -0.931 -0.563 0.082
H 0.657 -1.895 -1.261 0.096
H 1.167 -2.168 0.437 0.087
H -2.003 -0.281 0.998 0.087

--- two ---
19
Properties=species:S:1:pos:R:3:lowdin_charge:R:1 method="wB97M-V/def2-TZVPD" homo_energy_ev=-8.13 total_charge=0 homo_lumo_gap_ev=8.52 lumo_ev=0.4
C -0.123 -0.460 0.215 -0.285
C -0.547 1.063 0.011 -0.101
C -0.616 0.377 1.339 -0.031
C -0.467 -1.862 -0.193 -0.002
C 2.186 0.817 0.308 -0.003
C 1.002 0.335 -0.514 -0.539
C -1.829 0.284 -0.958 -0.164
O 1.164 0.055 -1.732 -0.049
O -2.874 -0.039 -0.506 0.095
H -0.781 2.021 -0.436 0.171
H 0.079 0.690 2.109 0.112
H -1.605 0.138 1.717 0.120
H -1.520 0.430 -2.004 0.148
H -1.516 -2.105 -0.026 0.083
H 0.166 -2.521 0.407 0.104
H -0.220 -2.029 -1.241 0.094
H 2.785 -0.044 0.604 0.091
H 1.912 1.377 1.202 0.071
H 2.802 1.474 -0.304 0.086

Top of the stability list: one, leading by 0.262 eV.

--- one ---
19
Properties=species:S:1:pos:R:3:lowdin_charge:R:1 method="wB97M-V/def2-TZVPD" homo_energy_ev=-9.23 smiles=C1O[C@@H]2C[C@H]1C[C@H]1O[C@H]21 total_charge=0 homo_lumo_gap_ev=10.08 lumo_ev=0.9
C -0.214 -1.526 0.430 -0.183
C 1.175 -0.182 -0.915 -0.223
C 1.309 0.242 0.596 -0.093
C -0.060 -0.172 1.050 -0.301
C -1.241 0.739 0.515 -0.105
C -1.246 0.492 -0.950 -0.202
C 0.168 0.904 -1.407 -0.144
H 0.370 -2.342 1.043 0.161
H -1.239 -1.786 0.280 0.119
H 2.147 -0.320 -1.575 0.181
H 1.924 -0.376 1.238 0.119
H 1.599 1.305 0.749 0.133
H -0.057 -0.339 2.211 0.178
H -0.950 1.706 0.941 0.120
H -2.231 0.548 0.995 0.118
H -1.321 -0.530 -1.246 0.125
H 0.466 1.825 -0.914 0.125
O 0.438 -1.371 -0.808 -0.143
O -1.036 1.182 -2.233 0.014

--- two ---
19
Properties=species:S:1:pos:R:3:lowdin_charge:R:1 method="wB97M-V/def2-TZVPD" homo_energy_ev="-6.88 / -7.01" total_charge=0 homo_lumo_gap_ev="7.59 / 7.47" lumo_ev="0.7 / 0.5"
C -0.661 0.370 0.094 -0.225
C 2.503 1.151 0.708 -0.054
C -0.577 1.113 -1.204 -0.078
C 1.898 -0.239 0.645 -0.243
C -0.376 -0.929 0.241 -0.182
C -2.920 -0.506 -0.137 -0.101
C -0.311 -2.224 0.253 0.039
O 2.524 -1.244 0.777 0.054
O -3.573 0.096 -0.927 0.006
H -0.783 0.955 1.001 0.124
H -3.353 -1.407 0.401 0.082
H 1.984 1.731 1.473 0.077
H 3.573 1.104 0.932 0.078
H 2.350 1.644 -0.253 0.068
H -1.569 1.501 -1.454 0.069
H 0.103 1.963 -1.120 0.069
H -0.260 0.467 -2.021 0.092
H 0.646 -2.704 0.435 0.061
H -1.197 -2.842 0.158 0.065

Top of the stability list: one, leading by 1.699 eV.

--- one ---
19
Properties=species:S:1:pos:R:3:lowdin_charge:R:1 method="wB97M-V/def2-TZVPD" homo_energy_ev=-9.49 total_charge=0 homo_lumo_gap_ev=10.51 lumo_ev=1.0
C -1.749 -0.337 1.778 -0.145
C -0.895 0.883 1.481 -0.214
C 0.438 0.522 0.820 -0.172
C 0.908 -0.774 0.234 -0.378
C 0.951 1.033 -0.653 0.028
C 0.125 0.167 -1.758 -0.125
C -0.132 -1.103 -0.895 -0.135
H -1.695 -1.000 2.786 0.104
H -2.926 -0.197 1.964 0.109
H -1.585 -1.065 0.964 0.049
H -1.548 1.384 0.816 0.084
H -0.785 1.507 2.468 0.141
H 1.341 0.658 1.516 0.170
H 0.947 -1.700 0.828 0.160
H 1.503 1.971 -0.966 0.146
H 0.345 0.279 -2.951 0.193
H -0.110 -1.936 -1.584 0.140
O 1.975 -0.209 -0.407 -0.080
O -1.145 -0.073 -1.079 -0.075

--- two ---
19
Properties=species:S:1:pos:R:3:lowdin_charge:R:1 method="wB97M-V/def2-TZVPD" homo_energy_ev=-9.30 smiles=CC#CC1(C)OCCO1 total_charge=0 homo_lumo_gap_ev=10.26 lumo_ev=1.0
C 0.672 0.022 0.557 0.105
C 1.834 0.068 0.663 -0.199
C -1.283 -0.492 -1.827 -0.132
C -1.937 -1.259 -0.646 -0.147
C -1.071 0.638 0.162 -0.497
C 3.267 -0.104 0.916 -0.148
C -1.335 1.850 0.897 -0.012
O -0.910 0.740 -1.223 -0.056
O -1.996 -0.329 0.402 -0.024
H -0.296 -1.101 -2.013 0.150
H -1.898 -0.389 -2.683 0.105
H -2.947 -1.435 -0.982 0.120
H -1.264 -2.129 -0.401 0.142
H 3.673 0.580 1.749 0.087
H 3.848 0.019 -0.119 0.110
H 3.465 -1.132 1.361 0.081
H -1.666 1.784 1.928 0.094
H -2.219 2.415 0.588 0.094
H -0.568 2.702 0.917 0.128

Top of the stability list: two, leading by 1.470 eV.